[1]
60
Properties=species:S:1:pos:R:3 method="wB97M-V/def2-TZVPD" homo_energy_ev="-13.88 / -13.96" orbital_gap_ha="0.3089 / 0.2654" charge=+2 e_tot_ev=-166034.7243 e_above_lowest_ev=0.0000 multiplicity=4 largest_force_ha_per_bohr=0.0540
Co -2.05 1.86 0.47
C 0.01 6.05 3.49
N -0.24 4.61 3.23
C -0.26 4.08 2.03
N -0.14 4.83 0.95
S -0.27 2.39 1.87
H -0.35 6.36 4.43
H -0.52 6.70 2.83
H 1.07 6.24 3.42
H -0.27 3.98 4.05
H 0.15 5.79 0.90
H 0.04 4.31 0.06
O -2.77 3.06 -1.24
H -3.63 3.53 -1.12
H -2.50 2.96 -2.16
Cl -5.11 0.23 0.28
C -4.62 0.73 1.86
Cl -4.00 2.45 1.68
H -3.74 0.17 2.24
H -5.45 0.81 2.56
C -1.30 -2.72 3.19
C -0.21 -3.13 2.21
C 1.08 -2.35 2.40
C 1.00 -0.89 1.91
N 1.08 -0.81 0.43
C 0.06 -0.62 -0.43
Se -1.76 -0.50 0.03
N 0.50 -0.68 -1.65
C -0.32 -0.59 -2.88
C -0.93 -1.93 -3.22
C 0.07 -3.00 -3.66
C 0.71 -2.67 -5.03
C 1.87 -0.92 -1.64
C 2.85 -1.04 -2.59
C 4.14 -1.29 -2.19
C 4.46 -1.28 -0.85
C 3.51 -1.14 0.15
C 2.21 -0.99 -0.29
H -2.26 -3.08 2.87
H -1.39 -1.63 3.24
H -1.15 -3.09 4.25
H -0.55 -3.00 1.19
H -0.03 -4.18 2.33
H 1.87 -2.88 1.88
H 1.33 -2.36 3.47
H 1.79 -0.32 2.34
H 0.05 -0.45 2.24
H 0.35 -0.23 -3.65
H -1.05 0.19 -2.68
H -1.57 -1.77 -4.05
H -1.57 -2.19 -2.38
H -0.45 -3.97 -3.71
H 0.83 -3.15 -2.91
H -0.11 -2.70 -5.74
H 1.50 -3.36 -5.28
H 1.13 -1.66 -5.05
H 2.65 -0.85 -3.63
H 4.93 -1.33 -2.93
H 5.48 -1.50 -0.67
H 3.82 -1.06 1.18

[2]
63
Properties=species:S:1:pos:R:3 method="wB97M-V/def2-TZVPD" homo_energy_ev=-8.60 orbital_gap_ha=0.2577 charge=0 smiles="O=C1C=C(C(F)(F)C(F)F)C(=O)O1.COCCNCCOC.COCCNCCOC" e_tot_ev=-47364.4444 largest_force_ha_per_bohr=0.0362
O -1.44 -2.27 0.96
C -2.29 -1.53 1.38
C -3.66 -1.26 0.83
C -4.16 -0.27 1.54
C -5.54 0.30 1.35
F -5.77 1.28 2.23
F -5.69 0.76 0.10
C -6.60 -0.78 1.67
F -6.17 -1.47 2.74
F -6.75 -1.62 0.63
C -3.15 0.17 2.57
O -3.19 1.12 3.30
O -2.13 -0.75 2.49
H -4.15 -1.80 0.04
H -7.56 -0.34 1.93
C 2.31 -1.21 1.07
O 2.10 0.15 0.77
C 0.94 0.71 1.39
C 1.32 1.69 2.49
N 1.88 1.00 3.64
C 2.50 1.88 4.64
C 3.69 2.74 4.21
O 4.87 2.01 3.92
C 4.94 1.47 2.61
H 3.07 -1.58 0.39
H 2.65 -1.36 2.10
H 1.39 -1.80 0.91
H 0.28 -0.07 1.77
H 0.41 1.27 0.61
H 0.42 2.23 2.81
H 2.01 2.42 2.06
H 2.58 0.34 3.32
H 2.84 1.24 5.46
H 1.72 2.54 5.04
H 3.94 3.37 5.06
H 3.44 3.42 3.39
H 4.45 2.11 1.87
H 4.52 0.47 2.57
H 6.00 1.40 2.35
C -2.51 -1.18 -2.85
O -1.49 -0.41 -2.25
C -0.47 -1.18 -1.61
C 0.83 -1.13 -2.39
N 0.74 -1.86 -3.64
C 1.85 -1.64 -4.56
C 2.11 -0.23 -5.08
O 1.12 0.26 -5.96
C -0.02 0.83 -5.33
H -3.33 -0.51 -3.11
H -2.17 -1.67 -3.76
H -2.89 -1.95 -2.16
H -0.79 -2.21 -1.45
H -0.30 -0.73 -0.63
H 1.62 -1.57 -1.77
H 1.07 -0.07 -2.55
H -0.12 -1.60 -4.12
H 1.68 -2.29 -5.43
H 2.77 -2.01 -4.08
H 3.03 -0.27 -5.67
H 2.30 0.49 -4.27
H 0.23 1.32 -4.39
H -0.80 0.07 -5.16
H -0.44 1.57 -6.01

[3]
58
Properties=species:S:1:pos:R:3 method="wB97M-V/def2-TZVPD" homo_energy_ev=-9.13 orbital_gap_ha=0.3507 charge=0 smiles="CCOC(=O)CNC(=O)[C@@H]1CCCN(C(=O)[C@@H](O)[C@@H](OC)C(C)C)CC1" e_tot_ev=-34451.2452 e_above_lowest_ev=0.4711 largest_force_ha_per_bohr=0.0208
C -5.51 7.21 4.23
C -4.84 8.12 3.23
O -3.66 7.47 2.77
C -2.93 8.11 1.86
O -3.19 9.20 1.43
C -1.69 7.36 1.42
N -1.67 5.99 1.89
C -1.04 5.00 1.24
O -0.42 5.19 0.20
C -1.14 3.61 1.86
C 0.21 3.08 2.34
C 1.39 3.03 1.36
C 1.10 2.55 -0.06
N 0.01 1.59 -0.18
C 0.09 0.32 0.30
O -0.90 -0.32 0.60
C 1.49 -0.32 0.36
O 1.45 -1.51 1.12
C 2.01 -0.58 -1.05
O 3.41 -0.77 -1.06
C 4.15 0.42 -0.97
C 1.36 -1.76 -1.76
C 1.92 -3.12 -1.34
C 1.47 -1.59 -3.28
C -1.30 2.20 -0.33
C -1.94 2.65 0.97
H -6.42 7.67 4.61
H -5.78 6.26 3.78
H -4.85 7.01 5.08
H -5.50 8.32 2.38
H -4.58 9.08 3.68
H -1.65 7.39 0.34
H -0.82 7.91 1.79
H -2.17 5.79 2.74
H -1.75 3.71 2.77
H 0.52 3.66 3.22
H 0.04 2.07 2.74
H 1.84 4.03 1.28
H 2.16 2.40 1.80
H 0.92 3.37 -0.75
H 2.02 2.10 -0.45
H 2.16 0.38 0.86
H 1.78 -1.33 2.00
H 1.79 0.31 -1.65
H 5.21 0.16 -1.03
H 3.92 1.10 -1.79
H 3.99 0.94 -0.02
H 0.30 -1.75 -1.50
H 2.99 -3.19 -1.55
H 1.78 -3.31 -0.28
H 1.42 -3.92 -1.88
H 2.51 -1.58 -3.60
H 0.97 -2.41 -3.80
H 1.00 -0.66 -3.61
H -1.23 3.00 -1.06
H -1.97 1.46 -0.78
H -2.17 1.76 1.56
H -2.92 3.09 0.74